Record 1
# C60H52N8O16

A cluster of 10 separate species, C60H52N8O16 in total at a distorted geometry (wB97M-V/def2-TZVPD, the Open Molecules 2025 dataset).

* E_LUMO: -0.7966 eV
* ΔE to the lowest compared entry with this formula, charge and spin: 0.0 kcal per mole

```
136
C60H52N8O16 (wB97M-V/def2-TZVPD)
O -4.24 -0.23 -4.57
N -3.12 -0.15 -4.06
O -2.85 0.49 -3.05
C -2.04 -0.90 -4.71
C -2.34 -1.72 -5.77
C -1.33 -2.47 -6.38
C -0.05 -2.37 -5.89
C 0.26 -1.49 -4.86
C -0.74 -0.76 -4.26
H -3.32 -1.85 -6.20
H -1.61 -3.16 -7.16
H 0.78 -2.93 -6.32
H 1.29 -1.41 -4.54
H -0.54 -0.05 -3.47
O -6.75 -4.23 -3.60
N -5.73 -4.70 -4.04
O -5.69 -5.63 -4.82
C -4.46 -4.17 -3.54
C -4.43 -3.37 -2.41
C -3.23 -3.00 -1.84
C -2.05 -3.54 -2.34
C -2.07 -4.40 -3.43
C -3.27 -4.63 -4.07
H -5.36 -3.11 -1.92
H -3.15 -2.40 -0.95
H -1.16 -3.45 -1.72
H -1.17 -4.91 -3.75
H -3.27 -5.28 -4.94
O -4.61 2.55 1.51
N -4.20 2.93 0.43
O -4.66 2.59 -0.63
C -3.07 3.84 0.43
C -2.40 4.12 -0.75
C -1.28 4.93 -0.72
C -0.74 5.25 0.54
C -1.37 4.91 1.72
C -2.62 4.31 1.66
H -2.78 3.69 -1.67
H -0.68 5.16 -1.59
H 0.21 5.77 0.56
H -0.94 5.13 2.68
H -3.15 4.05 2.56
O 1.49 3.97 2.41
N 2.40 4.74 2.36
O 2.48 5.63 1.59
C 3.47 4.61 3.33
C 4.38 5.62 3.51
C 5.38 5.48 4.46
C 5.49 4.29 5.18
C 4.58 3.26 4.95
C 3.53 3.44 4.07
H 4.34 6.47 2.84
H 6.17 6.22 4.57
H 6.27 4.20 5.92
H 4.59 2.38 5.58
H 2.74 2.71 4.02
O 2.03 4.75 -3.24
N 1.80 3.87 -2.45
O 0.78 3.23 -2.42
C 2.81 3.55 -1.46
C 3.93 4.33 -1.31
C 4.86 4.00 -0.34
C 4.76 2.76 0.31
C 3.67 1.95 0.10
C 2.66 2.36 -0.77
H 4.01 5.19 -1.97
H 5.78 4.58 -0.31
H 5.52 2.62 1.07
H 3.53 1.03 0.65
H 1.84 1.67 -0.86
O 6.10 -0.38 0.04
N 6.08 -0.55 -1.14
O 6.89 -0.09 -1.88
C 4.98 -1.28 -1.70
C 4.95 -1.56 -3.05
C 3.89 -2.31 -3.52
C 2.97 -2.92 -2.69
C 3.06 -2.70 -1.32
C 4.04 -1.83 -0.87
H 5.64 -1.10 -3.75
H 3.86 -2.46 -4.60
H 2.24 -3.55 -3.19
H 2.45 -3.23 -0.60
H 4.06 -1.60 0.19
O 4.99 -1.38 3.54
N 3.86 -1.39 3.11
O 3.25 -0.42 2.77
C 3.24 -2.69 2.94
C 4.03 -3.78 2.64
C 3.43 -5.00 2.44
C 2.05 -5.13 2.48
C 1.27 -3.98 2.56
C 1.86 -2.77 2.82
H 5.10 -3.66 2.47
H 4.05 -5.88 2.30
H 1.63 -6.11 2.27
H 0.22 -4.00 2.30
H 1.23 -1.90 2.95
O 1.16 0.11 4.98
N 0.17 -0.48 5.38
O 0.19 -1.25 6.33
C -1.11 -0.30 4.72
C -1.27 0.55 3.63
C -2.54 0.69 3.07
C -3.64 0.04 3.59
C -3.47 -0.91 4.61
C -2.21 -1.04 5.14
H -0.45 1.15 3.26
H -2.67 1.51 2.38
H -4.66 0.26 3.28
H -4.29 -1.46 5.05
H -2.09 -1.62 6.05
C -1.10 -0.66 -1.31
C -0.06 -1.38 -0.71
C 0.72 -0.80 0.27
C 0.38 0.45 0.80
C -0.74 1.09 0.29
C -1.40 0.62 -0.85
H -1.71 -1.14 -2.07
H 0.22 -2.35 -1.11
H 1.62 -1.27 0.67
H 0.90 0.89 1.64
H -0.90 2.12 0.59
H -2.24 1.18 -1.23
C -6.34 -2.08 0.88
C -5.20 -1.29 1.01
C -4.89 -0.38 0.02
C -5.63 -0.31 -1.16
C -6.76 -1.11 -1.29
C -7.12 -1.99 -0.27
H -6.52 -2.87 1.60
H -4.48 -1.31 1.82
H -3.95 0.17 0.02
H -5.36 0.33 -1.99
H -7.39 -1.11 -2.17
H -7.91 -2.72 -0.35
```

Record 2
# C60H56F8O3

A cluster of 9 separate species, C60H56F8O3 in total (wB97M-V/def2-TZVPD, the Open Molecules 2025 dataset).

* E_LUMO: -0.7170 eV

```
127
C60H56F8O3 (wB97M-V/def2-TZVPD)
C 5.89 -3.77 2.43
C 5.90 -2.64 1.42
O 6.51 -1.50 2.01
C 6.30 -0.29 1.31
C 5.43 0.65 2.14
C 4.04 0.11 2.19
C 3.06 0.41 1.35
C 1.76 -0.28 1.47
O 0.70 0.24 1.19
C 1.80 -1.69 2.01
C 0.78 -2.65 1.48
C 1.14 -3.06 0.03
C 2.75 -1.96 2.90
C 3.71 -0.88 3.28
O 4.16 -0.77 4.39
H 6.80 -4.35 2.40
H 5.75 -3.36 3.44
H 5.05 -4.44 2.23
H 4.87 -2.40 1.11
H 6.46 -2.94 0.53
H 5.81 -0.49 0.36
H 7.27 0.17 1.10
H 5.84 0.72 3.15
H 5.43 1.63 1.66
H 3.18 1.16 0.57
H -0.19 -2.17 1.50
H 0.78 -3.52 2.13
H 1.32 -4.13 -0.03
H 0.37 -2.77 -0.67
H 2.06 -2.57 -0.30
H 2.86 -2.93 3.37
F 0.62 -2.32 -2.92
C -0.29 -2.95 -3.70
C 0.08 -4.11 -4.36
C -0.88 -4.74 -5.14
C -2.16 -4.23 -5.23
C -2.50 -3.07 -4.55
C -1.56 -2.42 -3.77
H 1.09 -4.49 -4.27
H -0.61 -5.65 -5.66
H -2.90 -4.74 -5.84
H -3.50 -2.66 -4.62
H -1.79 -1.51 -3.22
F -5.44 -3.21 -2.46
C -5.03 -3.87 -1.35
C -3.67 -4.03 -1.18
C -3.22 -4.68 -0.03
C -4.14 -5.16 0.89
C -5.50 -4.99 0.68
C -5.96 -4.33 -0.45
H -2.99 -3.64 -1.92
H -2.16 -4.81 0.13
H -3.79 -5.67 1.78
H -6.21 -5.37 1.40
H -7.02 -4.17 -0.64
F 7.34 -3.37 -2.40
C 7.13 -2.09 -2.78
C 8.22 -1.28 -3.01
C 8.00 0.04 -3.39
C 6.70 0.52 -3.51
C 5.62 -0.32 -3.27
C 5.83 -1.64 -2.89
H 9.22 -1.68 -2.90
H 8.84 0.69 -3.58
H 6.54 1.55 -3.80
H 4.61 0.06 -3.36
H 5.01 -2.31 -2.70
F 8.73 3.28 -2.93
C 7.97 4.33 -3.31
C 7.54 5.22 -2.35
C 6.76 6.29 -2.75
C 6.43 6.47 -4.09
C 6.89 5.56 -5.03
C 7.67 4.48 -4.65
H 7.80 5.06 -1.31
H 6.41 7.00 -2.01
H 5.83 7.31 -4.39
H 6.63 5.69 -6.08
H 8.04 3.76 -5.37
F -3.33 0.76 3.32
C -2.40 0.98 4.28
C -1.07 0.76 3.97
C -0.13 1.00 4.96
C -0.51 1.44 6.22
C -1.86 1.65 6.49
C -2.82 1.42 5.52
H -0.79 0.41 2.99
H 0.92 0.83 4.75
H 0.23 1.62 6.98
H -2.17 1.99 7.47
H -3.87 1.58 5.71
F -3.73 -0.07 -4.86
C -3.52 0.78 -3.83
C -2.72 1.89 -4.03
C -2.51 2.74 -2.96
C -3.08 2.48 -1.72
C -3.88 1.36 -1.55
C -4.11 0.49 -2.61
H -2.27 2.06 -5.00
H -1.88 3.61 -3.09
H -2.91 3.15 -0.89
H -4.33 1.15 -0.59
H -4.73 -0.39 -2.51
F -9.36 -2.76 -2.18
C -9.19 -1.59 -2.84
C -7.97 -1.33 -3.42
C -7.80 -0.13 -4.09
C -8.85 0.79 -4.16
C -10.07 0.49 -3.57
C -10.25 -0.71 -2.90
H -7.17 -2.06 -3.34
H -6.85 0.10 -4.55
H -8.71 1.72 -4.68
H -10.88 1.20 -3.62
H -11.19 -0.96 -2.43
F -4.46 2.67 8.13
C -4.40 4.02 8.18
C -3.65 4.60 9.18
C -3.58 5.99 9.23
C -4.27 6.76 8.30
C -5.02 6.14 7.31
C -5.09 4.76 7.24
H -3.12 3.98 9.90
H -2.99 6.47 10.00
H -4.21 7.84 8.34
H -5.55 6.74 6.58
H -5.67 4.25 6.48
```

Calculated HOMO-LUMO gap (hartree), listed in the same order as above: 0.3037, 0.3032
Calculated DFT total energy (eV), listed in the same order as above: -107721.68639, -91009.26446
Calculated HOMO energy (eV), listed in the same order as above: -9.1, -9.0